[1]
ORCA calculation (ωB97M-V/def2-TZVPD) on C27H38BrFN3O15P2 as an isolated structure.

The value obtained for the gap between HOMO and LUMO is 7.124 eV. The total energy comes out at -5700.19179 a.u. As for the total charge: +1. The calculation puts the highest occupied orbital energy at -11.30 eV.

Each line ends with the Löwdin charge.
CARTESIAN COORDINATES (ANGSTROEM)
C: -1.75 -0.84 4.44  -0.273
P: -2.51 0.05 2.88  0.912
O: -2.58 1.74 3.42  -0.355
C: -1.44 -0.10 1.33  -0.705
Br: -2.50 1.08 0.01  0.904
C: -1.65 -1.61 0.71  -0.183
C: -2.23 -1.61 -0.86  -0.291
O: -1.35 -1.43 -1.89  -0.015
N: -3.71 -1.89 -1.07  0.090
C: -4.30 -1.09 -2.21  -0.203
O: -3.90 -1.07 -3.48  0.070
F: -5.52 -0.25 -1.91  -0.034
C: -0.34 -2.58 0.71  -0.196
C: -0.50 -3.67 1.93  -0.103
C: -1.16 -5.08 1.30  -0.206
O: -0.16 -5.95 0.68  -0.087
N: 1.00 -1.90 0.62  -0.027
C: 2.19 -2.88 0.62  -0.098
C: 3.54 -2.29 -0.11  -0.155
C: 3.49 -2.26 -1.75  -0.156
C: 4.76 -1.46 -2.49  -0.021
C: 4.86 -1.39 -4.13  -0.042
C: 3.72 -2.14 -5.09  -0.036
C: 2.46 -2.90 -4.31  -0.045
C: 2.32 -2.98 -2.66  -0.040
C: 1.19 -0.73 1.58  -0.192
O: 1.16 -1.16 3.03  -0.050
C: 0.07 0.47 1.28  -0.360
O: 0.17 0.99 -0.13  -0.183
C: 1.51 1.32 -0.55  -0.125
N: 2.78 1.56 -0.80  0.195
P: 0.54 1.90 2.41  0.836
O: -0.27 3.26 2.16  -0.325
O: 0.35 1.58 4.15  -0.216
O: 2.26 2.37 2.34  -0.239
H: -1.32 -0.08 5.23  0.063
H: -2.71 -1.31 4.97  0.071
H: -1.06 -1.74 4.19  0.024
H: -3.50 2.11 3.27  0.078
H: -2.53 -2.10 1.34  0.145
H: -3.80 -2.93 -1.27  0.158
H: -0.41 -3.25 -0.28  0.161
H: 0.46 -3.86 2.56  0.129
H: -1.33 -3.30 2.71  0.115
H: -2.02 -4.71 0.58  0.126
H: -1.71 -5.58 2.24  0.155
H: 0.32 -5.37 0.02  0.077
H: 1.04 -1.46 -0.35  0.184
H: 2.46 -3.08 1.74  0.153
H: 1.89 -3.85 0.03  0.139
H: 3.88 -1.23 0.25  0.106
H: 4.42 -3.03 0.17  0.151
H: 5.59 -0.94 -1.81  0.105
H: 5.73 -0.84 -4.70  0.093
H: 3.83 -2.10 -6.26  0.095
H: 1.64 -3.41 -5.00  0.092
H: 1.41 -3.55 -2.17  0.070
H: 2.31 -0.34 1.47  0.174
H: 1.96 -0.71 3.49  0.155
H: 1.14 1.90 4.66  0.092
H: 2.44 3.08 3.02  0.103
C: 4.95 3.01 1.15  -0.058
C: 5.99 3.64 2.05  -0.354
C: 6.18 5.11 1.79  -0.115
O: 7.53 5.32 2.18  0.071
C: 8.17 4.12 2.01  -0.502
O: 9.38 3.97 2.06  0.147
O: 7.28 3.11 1.79  0.084
H: 5.27 3.01 0.11  0.093
H: 4.81 1.96 1.43  0.068
H: 3.99 3.52 1.23  0.069
H: 5.75 3.45 3.10  0.158
H: 5.51 5.73 2.40  0.144
H: 6.07 5.39 0.74  0.146
C: -6.29 2.51 -3.42  -0.019
C: -7.72 2.87 -3.06  -0.350
C: -8.65 1.69 -3.06  -0.121
O: -9.90 2.28 -3.38  0.066
C: -9.62 3.41 -4.10  -0.503
O: -10.45 4.06 -4.71  0.143
O: -8.29 3.71 -4.05  0.087
H: -6.22 2.16 -4.45  0.100
H: -5.65 3.39 -3.34  0.088
H: -5.90 1.73 -2.75  0.057
H: -7.75 3.40 -2.10  0.161
H: -8.70 1.20 -2.08  0.141
H: -8.41 0.94 -3.82  0.143

[2]
ORCA calculation (ωB97M-V/def2-TZVPD) on C27H38GdN7O2S as an isolated structure.

The value obtained for the gap between HOMO and LUMO (spin up / spin down) is 8.243 / 5.065 eV. The multiplicity is 8. The total energy comes out at -2748.92232 a.u. As for the total charge: +2. The calculation puts the highest occupied orbital energy (spin up / spin down) at -13.72 / -13.62 eV.

Each line ends with the Löwdin spin population.
CARTESIAN COORDINATES (ANGSTROEM)
Gd: 0.12 1.02 -0.04  6.811
C: -4.39 -2.36 -6.02  0.000
C: -3.70 -2.04 -4.72  0.001
C: -2.99 -3.01 -4.02  0.000
C: -2.38 -2.72 -2.82  0.001
C: -2.47 -1.42 -2.32  0.006
C: -3.18 -0.43 -2.99  0.001
C: -3.79 -0.75 -4.19  0.000
S: -1.70 -1.08 -0.81  0.007
O: -2.18 -1.96 0.21  -0.002
O: -1.94 0.39 -0.54  -0.004
N: -0.11 -1.06 -0.96  0.085
C: 0.77 -2.06 -0.44  0.005
C: 0.51 -3.39 -0.33  0.017
C: 1.49 -4.30 0.12  0.000
C: 2.74 -3.86 0.45  0.016
C: 3.03 -2.48 0.38  0.001
C: 4.30 -1.95 0.71  0.004
C: 4.54 -0.61 0.65  -0.001
C: 3.47 0.23 0.30  0.005
N: 2.28 -0.21 -0.03  0.008
C: 2.05 -1.57 -0.03  0.005
H: -4.20 -3.39 -6.32  0.000
H: -4.04 -1.70 -6.82  0.000
H: -5.46 -2.22 -5.93  0.000
H: -2.93 -4.02 -4.41  0.000
H: -1.85 -3.49 -2.28  0.000
H: -3.29 0.56 -2.56  0.000
H: -4.37 0.01 -4.71  0.000
H: -0.46 -3.78 -0.61  0.001
H: 1.25 -5.35 0.18  0.000
H: 3.51 -4.55 0.77  0.001
H: 5.09 -2.63 1.01  0.000
H: 5.50 -0.18 0.89  0.000
H: 3.61 1.31 0.29  0.000
N: 0.79 3.57 -0.07  -0.008
C: 0.76 4.37 -1.33  0.001
C: 1.96 4.10 -2.20  0.000
C: 2.07 2.69 -2.77  0.001
C: 0.81 2.25 -3.50  0.002
N: -0.09 1.44 -2.64  0.008
H: 0.12 3.98 0.58  0.000
H: 1.69 3.75 0.38  0.000
H: 0.71 5.43 -1.09  0.000
H: -0.17 4.13 -1.85  0.000
H: 2.87 4.36 -1.65  0.000
H: 1.92 4.81 -3.03  0.000
H: 2.30 1.95 -1.98  0.000
H: 2.93 2.65 -3.44  0.000
H: 1.05 1.69 -4.41  0.001
H: 0.25 3.13 -3.83  0.000
H: 0.14 0.46 -2.77  0.000
H: -1.05 1.51 -2.97  0.000
C: -1.24 -1.71 4.97  0.000
C: -1.92 -1.61 3.62  0.000
N: -1.20 -0.63 2.81  0.000
C: -0.49 0.43 3.27  0.002
N: 0.06 1.26 2.39  0.020
C: 0.82 2.40 2.91  0.003
C: 1.49 2.08 4.23  0.001
C: 0.43 1.63 5.20  0.000
N: -0.36 0.55 4.61  0.001
C: -1.10 -0.32 5.54  0.000
H: -0.26 -2.16 4.86  0.000
H: -1.83 -2.33 5.64  0.000
H: -2.96 -1.30 3.74  0.000
H: -1.91 -2.56 3.09  0.000
H: -1.46 -0.62 1.84  -0.001
H: 0.18 3.28 3.03  0.000
H: 1.59 2.66 2.18  0.001
H: 2.01 2.95 4.62  0.000
H: 2.23 1.28 4.09  0.000
H: -0.23 2.46 5.47  0.000
H: 0.86 1.25 6.12  0.000
H: -2.08 0.12 5.76  0.000
H: -0.54 -0.33 6.47  0.000

[3]
ORCA calculation (ωB97M-V/def2-TZVPD) on C27H38N3NiS3Si as an isolated structure.

The value obtained for the gap between HOMO and LUMO is 6.021 eV. The total energy comes out at -4208.42296 a.u. As for the total charge: -1. The calculation puts the highest occupied orbital energy at -3.49 eV.

Each line ends with the Löwdin charge.
CARTESIAN COORDINATES (ANGSTROEM)
Ni: -0.42 -0.51 0.56  -0.129
C: -0.56 0.35 2.37  -0.337
Si: -2.30 0.06 2.77  0.591
C: -3.10 0.64 1.16  -0.232
N: -2.40 -0.06 0.05  -0.251
C: -3.06 -1.39 -0.20  -0.192
C: -3.86 -1.42 -1.50  -0.183
C: -4.73 -0.18 -1.64  -0.192
C: -3.85 1.09 -1.65  -0.174
C: -2.43 0.78 -1.17  -0.230
C: -3.14 1.02 4.18  -0.235
C: -3.96 2.13 3.94  -0.101
C: -4.54 2.84 4.98  -0.104
C: -4.31 2.47 6.30  -0.111
C: -3.49 1.37 6.56  -0.099
C: -2.92 0.66 5.51  -0.100
C: -2.68 -1.75 3.14  -0.248
C: -1.72 -2.74 2.89  -0.083
C: -2.01 -4.08 3.10  -0.082
C: -3.26 -4.46 3.57  -0.106
C: -4.22 -3.49 3.83  -0.104
C: -3.93 -2.16 3.62  -0.109
H: 0.18 -0.01 3.09  -0.018
H: -0.38 1.42 2.20  0.009
H: -2.85 1.70 1.09  0.091
H: -4.19 0.55 1.07  0.089
H: -3.72 -1.60 0.64  0.108
H: -2.30 -2.17 -0.22  0.078
H: -4.48 -2.32 -1.49  0.113
H: -3.18 -1.51 -2.35  0.106
H: -5.43 -0.14 -0.80  0.101
H: -5.33 -0.23 -2.54  0.100
H: -4.30 1.87 -1.03  0.097
H: -3.77 1.50 -2.66  0.108
H: -1.88 1.70 -0.94  0.117
H: -1.87 0.26 -1.95  0.045
H: -4.16 2.44 2.92  0.088
H: -5.17 3.70 4.77  0.094
H: -4.76 3.02 7.11  0.093
H: -3.31 1.07 7.58  0.096
H: -2.30 -0.20 5.74  0.105
H: -0.75 -2.46 2.50  0.064
H: -1.26 -4.83 2.90  0.101
H: -3.49 -5.51 3.73  0.093
H: -5.20 -3.78 4.20  0.093
H: -4.68 -1.41 3.83  0.101
C: 2.07 -2.69 -2.63  -0.150
C: 1.59 -2.05 -1.36  -0.770
S: -0.01 -1.30 -1.48  0.682
C: 2.26 -1.97 -0.21  -0.744
C: 3.65 -2.49 0.05  -0.146
S: 1.53 -1.17 1.19  0.689
H: 2.10 -1.96 -3.45  0.059
H: 1.39 -3.49 -2.94  0.062
H: 3.07 -3.11 -2.53  0.053
H: 4.06 -3.01 -0.81  0.054
H: 3.65 -3.17 0.90  0.060
H: 4.32 -1.66 0.29  0.060
S: 4.69 0.37 -2.54  0.495
C: 3.72 1.36 -1.58  -0.895
N: 2.40 1.21 -1.49  0.029
C: 1.56 2.05 -0.65  -0.187
C: 2.32 2.44 0.60  -0.179
C: 3.61 3.14 0.18  -0.190
N: 4.27 2.38 -0.87  -0.007
H: 1.98 0.37 -1.86  0.067
H: 0.68 1.46 -0.40  0.063
H: 1.24 2.94 -1.20  0.122
H: 2.53 1.54 1.17  0.086
H: 1.73 3.11 1.22  0.113
H: 4.29 3.23 1.03  0.113
H: 3.39 4.15 -0.17  0.108
H: 5.27 2.42 -0.96  0.097

- Among the records above, which one has the highest total charge?
  C27H38GdN7O2S